Record 1
ORCA calculation (ωB97M-V/def2-TZVPD) on C34H50N12O3RuS3 as an isolated structure in a non-equilibrium geometry.

Summary:
orbital gap (alpha / beta): 7.5 / 7.5 eV
LUMO energy (alpha / beta): 0.2 / 0.2 eV
relative energy (zero: lowest compared OMol25 entry of this formula, charge and spin): 265.3 kJ/mol

Each line ends with the Löwdin charge.
Geometry (Å):
H 1.474 -0.546 -2.544  0.110
N -1.731 -2.432 2.679  -0.114
C 1.300 -4.227 -1.196  -0.097
C 4.639 0.708 -3.300  -0.248
C 0.376 -3.923 1.147  -0.307
N -3.406 0.394 3.739  0.142
O -1.250 0.337 -0.447  -0.553
C 0.487 2.274 4.388  -0.040
H 5.537 0.185 -3.642  0.105
H -2.141 -1.380 -5.975  0.105
H -0.061 1.443 -2.846  0.096
C -2.158 -0.549 -2.707  -0.355
H -1.069 2.792 -2.351  0.130
H 0.412 -4.633 -1.674  0.067
H 5.163 -0.769 0.591  0.063
C -2.420 -0.882 -5.059  -0.077
H 2.881 0.298 -0.582  0.084
H 0.622 3.065 -4.361  0.111
N -2.773 -2.939 3.233  -0.071
C -2.935 -0.850 3.422  -0.481
C -1.218 2.646 6.023  -0.049
H -0.527 -0.637 5.526  0.142
H -3.371 0.944 -1.799  0.115
H 2.174 -4.587 -1.735  0.074
C -1.292 1.272 6.196  -0.044
N -1.815 1.588 2.390  -0.077
C 0.311 4.858 -3.231  -0.261
H 2.484 -3.155 2.735  0.094
C -2.678 -3.256 -0.756  -0.103
H 5.423 1.103 -1.324  0.067
N 0.483 2.388 -1.064  0.018
C -1.796 -1.212 -3.868  -0.087
H 1.963 1.007 -3.271  0.106
H -5.363 -1.616 1.469  0.108
H 1.696 5.399 -1.665  0.076
H -4.315 0.444 4.170  0.145
H -3.897 0.342 -6.002  0.104
C 5.023 1.658 -2.170  -0.100
H 3.453 -1.025 -3.738  0.114
H -1.940 -3.685 -1.418  0.100
N -2.613 3.545 2.645  -0.104
H 0.813 5.424 -4.019  0.105
O 1.064 0.133 3.816  -0.215
H 0.387 6.553 -1.898  0.072
S 1.732 1.772 1.127  0.677
C 1.369 -4.657 0.267  -0.261
H 3.972 -0.922 -2.058  0.107
C 4.471 -0.916 1.420  -0.106
H 4.166 2.231 -1.825  0.058
C -0.036 2.448 -2.416  -0.175
H -0.764 4.910 -3.416  0.107
H 1.178 2.595 3.621  0.083
H -4.536 1.495 -3.932  0.108
H 3.914 0.005 1.589  0.028
H 1.822 3.336 -3.090  0.105
C -3.583 -1.293 0.313  -0.083
C -4.643 -3.427 0.603  -0.074
H 2.431 -1.393 2.871  0.055
H -5.425 -4.029 1.040  0.109
H 3.020 -1.877 0.161  0.069
N -1.673 2.874 2.081  -0.092
S -1.262 -0.955 -1.174  1.010
N -3.557 -1.990 3.721  0.032
H 0.074 5.028 -1.081  0.063
H -1.874 3.308 6.561  0.113
C -3.680 -4.026 -0.193  -0.070
C -0.481 0.440 5.462  -0.018
C 0.758 3.399 -3.330  -0.195
H 4.263 1.285 -4.147  0.106
C 2.431 -2.229 2.171  -0.286
C -4.606 -2.063 0.844  -0.076
S 0.720 -2.133 1.452  0.877
H -1.031 -1.975 -3.826  0.106
C 0.635 5.494 -1.885  -0.100
N -3.408 2.753 3.347  0.025
H -3.711 -5.089 -0.372  0.106
C -3.128 0.434 -2.718  -0.071
C -2.634 -1.901 -0.485  -0.365
N 0.378 0.938 4.551  -0.231
N -1.783 -1.098 2.773  -0.053
H 5.057 -1.129 2.313  0.078
C 2.234 0.247 -2.537  -0.174
C -3.407 0.090 -5.074  -0.079
H 2.375 -4.491 0.652  0.086
H -2.003 0.839 6.880  0.115
H -0.228 4.195 4.909  0.117
C 1.423 1.599 -0.545  -0.772
C 3.597 -0.339 -2.901  -0.182
H -3.496 -0.236 0.523  0.105
C -2.902 1.535 3.185  -0.473
H -0.062 2.859 -0.347  0.100
H 5.784 2.358 -2.509  0.073
H -0.627 -3.925 0.727  0.060
H 1.266 -3.144 -1.277  0.040
C 3.518 -2.070 1.117  -0.293
N 2.286 0.824 -1.211  0.023
Ru -0.170 0.229 1.747  0.881
C -0.304 3.140 5.103  -0.040
C -3.761 0.747 -3.906  -0.064
H 4.086 -2.996 1.009  0.106
H 0.321 -4.341 2.150  0.090
H 1.169 -5.730 0.340  0.114
O 0.930 -1.528 0.098  -0.668

---

Record 2
ORCA calculation (ωB97M-V/def2-TZVPD) on C34H50N3O7PW as an isolated structure in a non-equilibrium geometry.

Summary:
net charge: +2
orbital gap (alpha / beta): 6.7 / 6.5 eV
spin multiplicity: 3
⟨S²⟩: 2.0177
LUMO energy (alpha / beta): -5.8 / -6.5 eV
relative energy (zero: lowest compared OMol25 entry of this formula, charge and spin): 140.5 kJ/mol

Each line ends with the Löwdin charge.
Geometry (Å):
H 4.855 1.425 2.102  0.097
H -4.352 -2.456 -5.727  0.090
W 0.104 0.023 0.063  1.662
H 2.624 -2.730 -0.455  0.063
H 2.978 -0.970 -3.554  0.101
H 2.769 2.062 -5.053  0.129
O -0.365 -0.656 2.261  -0.291
H -2.835 2.001 0.944  0.055
C 0.509 -1.461 3.067  -0.107
H 1.478 -1.451 -2.759  0.062
C 0.771 2.464 -1.801  -0.280
O 1.278 -2.310 1.022  -0.279
O -2.159 -0.327 0.455  -0.350
H -2.798 -1.786 1.783  0.151
H 3.521 4.407 -4.819  0.089
H -0.375 -1.761 -0.545  -0.008
C 2.958 -0.653 -1.460  -0.304
C 5.701 0.681 0.513  -0.460
C 4.349 0.283 -0.004  -0.032
P -0.367 2.472 -0.403  1.100
H -2.692 1.792 -4.652  0.100
H -0.974 5.889 0.237  0.095
H 0.277 -3.065 -1.517  0.099
O 3.105 1.563 2.483  0.118
H -2.459 4.776 -1.417  0.073
H 1.165 3.267 2.349  0.065
O 6.661 0.407 -0.150  0.154
C 1.157 4.010 1.558  -0.092
H -2.160 -3.685 -3.149  0.128
H -4.078 0.042 -0.224  0.107
H -0.366 5.109 -1.209  0.050
C 0.653 1.281 -2.546  -0.354
H -1.008 1.738 -5.144  0.102
C -3.202 -0.532 -0.525  -0.027
H -1.418 2.186 -3.500  0.033
H 2.943 -2.444 -2.593  0.105
N 4.255 -0.414 -1.177  0.223
H 1.809 4.335 -1.588  0.106
C -0.981 -0.504 -2.860  -0.232
H -3.090 3.709 0.594  0.087
H 2.342 -4.062 0.682  0.113
O 5.746 1.306 1.677  0.168
C 0.786 -2.731 2.302  -0.137
H 0.054 -1.644 4.044  0.149
C 3.056 0.462 0.399  -0.117
C -1.662 0.067 -3.956  -0.185
C 2.557 -1.426 -2.658  0.022
C -2.102 2.667 -1.022  -0.495
H 1.212 0.297 -4.372  0.124
H -3.674 -3.914 -5.005  0.082
H -1.351 -3.172 -0.831  0.113
H 2.069 3.914 0.970  0.086
C 2.227 2.164 -4.125  0.004
C -2.657 -0.695 1.760  -0.134
H 1.180 4.995 2.024  0.099
N 2.193 -0.127 -0.488  0.027
H -2.841 -0.197 -1.489  0.077
C 3.446 4.329 -3.738  -0.029
C 1.353 1.163 -3.746  -0.038
C -2.002 -2.647 -3.401  0.007
C -2.394 3.841 -1.959  -0.091
C 2.455 1.103 1.564  -0.534
H -2.934 -0.310 -5.606  0.133
H -1.602 0.869 2.823  0.143
C 1.686 3.443 -2.179  -0.010
C -2.603 -2.118 -4.536  -0.246
H -4.080 2.513 -0.199  0.096
C -1.627 -0.228 2.760  -0.123
O 1.149 1.103 1.490  -0.224
H 1.524 -3.337 2.834  0.145
H -3.623 -0.205 1.926  0.147
C -2.427 -0.763 -4.768  0.012
H -2.882 -3.157 -6.380  0.096
C -0.090 3.948 0.683  -0.461
H -1.658 3.952 -2.752  0.074
H 0.750 5.801 -0.055  0.085
H 5.073 -0.675 -1.721  0.197
H -0.125 -3.331 2.167  0.144
C -1.689 1.526 -4.320  -0.022
H 1.431 -0.884 3.212  0.141
C -3.427 -2.959 -5.457  -0.029
N -0.137 0.252 -1.988  -0.142
H 4.435 4.071 -3.357  0.094
C 2.463 -2.980 0.597  -0.046
H 3.323 -2.657 1.189  0.113
H -1.817 -0.631 3.759  0.151
H -3.449 -1.595 -0.569  0.117
H 3.185 5.307 -3.343  0.086
C -0.183 5.252 -0.150  -0.089
C -1.210 -1.864 -2.572  -0.232
C -3.073 2.715 0.156  -0.095
C -0.646 -2.510 -1.338  -0.022
H -3.361 3.673 -2.428  0.100
H -0.960 3.908 1.351  0.104
C 2.441 3.298 -3.339  -0.247
H -2.254 1.745 -1.595  0.070